# 1
This record from OMol25 describes a cluster of 4 separate species, C4H17NO3 in total. The level of theory is wB97M-V/def2-TZVPD.

**SMILES string**: CCCNC.O.O.O
**Charge**: 0
**Largest force on an atom**: 3.71 eV/Å
**Energy**: -12054.5093 eV

CARTESIAN COORDINATES (ANGSTROEM)
C: -2.751 1.331 2.016
C: -1.729 0.180 2.110
C: -0.235 0.470 2.591
N: 0.703 -0.811 2.372
C: 2.190 -0.562 2.394
H: -2.241 2.155 1.437
H: -3.527 1.029 1.268
H: -3.068 1.690 2.996
H: -1.981 -0.752 2.738
H: -1.705 -0.272 1.073
H: 0.229 1.261 2.029
H: -0.094 0.802 3.639
H: 0.549 -1.513 3.049
H: 2.369 -0.091 1.421
H: 2.573 0.065 3.245
H: 2.719 -1.480 2.443
O: 1.204 -0.583 -1.797
H: 0.566 -1.200 -1.284
H: 1.430 0.209 -1.228
O: 4.018 1.623 -4.641
H: 3.365 1.647 -3.922
H: 4.427 0.647 -4.582
O: -3.241 -1.688 -6.524
H: -2.388 -1.684 -6.893
H: -3.382 -2.473 -5.952

---

# 2
This record from OMol25 describes a cluster of 4 separate species, C4H17NO4 in total. The level of theory is wB97M-V/def2-TZVPD.

**SMILES string**: COC[C@H](C)N.O.O.O
**Charge**: 0
**Largest force on an atom**: 1.33 eV/Å
**Energy**: -14103.4586 eV

CARTESIAN COORDINATES (ANGSTROEM)
C: -0.286 2.176 -0.407
O: 0.316 0.930 -0.680
C: 1.571 0.664 -0.127
C: 1.719 0.650 1.406
C: 0.566 -0.093 2.047
N: 1.848 1.969 2.029
H: 0.425 2.988 -0.596
H: -0.655 2.245 0.617
H: -1.135 2.236 -1.083
H: 1.891 -0.309 -0.504
H: 2.302 1.402 -0.505
H: 2.609 0.063 1.654
H: 0.595 -0.038 3.134
H: 0.592 -1.139 1.733
H: -0.402 0.304 1.736
H: 2.261 2.655 1.405
H: 0.932 2.345 2.241
O: -1.993 -0.715 -0.423
H: -1.900 -1.673 -0.488
H: -1.115 -0.350 -0.607
O: -1.934 -3.665 -0.927
H: -2.455 -4.214 -1.518
H: -1.318 -4.266 -0.501
O: -1.292 -1.167 -3.480
H: -1.719 -0.878 -2.665
H: -1.423 -2.118 -3.489

---

# 3
This record from OMol25 describes a cluster of 5 separate species, C4H17NO6 in total. The level of theory is wB97M-V/def2-TZVPD.

**SMILES string**: N[C@@H](CO)CC=O.O.O.O.O
**Charge**: 0
**Largest force on an atom**: 3.21 eV/Å
**Energy**: -18197.9960 eV

CARTESIAN COORDINATES (ANGSTROEM)
N: 0.214 2.268 -0.036
C: 1.104 1.601 -0.989
C: 2.561 1.226 -0.458
O: 2.397 0.743 0.868
C: 0.499 0.284 -1.485
C: -0.985 0.423 -1.774
O: -1.587 -0.584 -2.117
H: 0.771 2.668 0.713
H: -0.463 1.693 0.458
H: 1.238 2.387 -1.742
H: 3.079 2.179 -0.312
H: 2.971 0.534 -1.177
H: 2.130 -0.174 1.009
H: 0.947 -0.204 -2.359
H: 0.692 -0.400 -0.650
H: -1.451 1.407 -1.685
O: -0.477 -2.734 -0.809
H: -1.124 -2.116 -1.237
H: -0.770 -3.531 -1.261
O: -2.184 0.106 0.418
H: -2.170 -0.433 1.199
H: -3.002 0.059 -0.114
O: -0.358 -2.413 1.819
H: -0.986 -3.127 1.969
H: -0.445 -2.401 0.826
O: -0.466 0.477 3.152
H: -0.297 -0.410 2.801
H: 0.386 0.916 3.162

---

# 4
This record from OMol25 describes a cluster of 5 separate species, C4H17NO7 in total. The level of theory is wB97M-V/def2-TZVPD.

**Expectation value of S²**: 0.7677
**Charge**: +1
**Largest force on an atom**: 1.72 eV/Å
**Multiplicity**: 2
**Energy**: -20237.4287 eV

CARTESIAN COORDINATES (ANGSTROEM)
O: 2.244 1.518 -0.724
C: 1.297 0.996 -0.195
N: 0.466 0.183 -0.980
C: -0.649 -0.524 -0.441
C: -0.134 -1.643 0.503
O: -1.157 -2.183 1.304
C: -1.640 0.461 0.229
O: -2.842 -0.302 0.273
H: 0.928 1.294 0.800
H: 0.709 0.078 -1.984
H: -1.188 -1.038 -1.236
H: 0.277 -2.440 -0.115
H: 0.624 -1.290 1.190
H: -2.029 -1.779 1.121
H: -1.367 0.664 1.266
H: -1.796 1.346 -0.357
H: -3.601 0.246 0.498
H: 2.214 2.901 -3.875
H: 2.122 2.237 -2.459
O: 1.666 2.325 -3.315
H: 1.962 0.460 -3.339
H: 0.870 -0.253 -4.178
O: 1.520 -0.400 -3.483
H: -0.089 0.150 2.984
H: 0.449 1.627 3.138
O: 0.450 0.855 2.562
H: -1.010 -1.745 3.069
H: 0.164 -2.234 3.912
O: -0.459 -1.508 3.833

---

# 5
This record from OMol25 describes a structure of composition C4H18BCs3N4O3. The level of theory is wB97M-V/def2-TZVPD.

**Expectation value of S²**: 0.7552
**Charge**: +3
**Largest force on an atom**: 4.89 eV/Å
**Multiplicity**: 2
**Energy**: -18836.5874 eV

CARTESIAN COORDINATES (ANGSTROEM)
Cs: 3.226 3.137 2.084
Cs: -0.882 -0.016 2.574
Cs: 3.862 -1.086 3.230
B: 1.646 0.612 0.742
H: 1.971 0.260 1.709
H: 1.097 1.530 0.884
H: 2.443 0.693 0.019
H: 0.967 -0.155 0.405
C: 0.849 -3.309 1.630
O: 0.757 -2.712 2.675
N: 0.950 -2.690 0.490
N: 1.047 -4.555 1.472
H: 0.954 -1.681 0.529
H: 0.855 -3.148 -0.405
H: 1.027 -4.845 0.504
H: 0.978 -5.200 2.246
C: -3.097 0.583 -0.127
O: -2.745 1.462 0.658
N: -4.328 0.080 -0.208
N: -2.276 -0.045 -0.922
H: -5.084 0.499 0.315
H: -4.583 -0.530 -0.971
H: -2.638 -0.928 -1.252
H: -1.344 0.316 -1.067
C: 0.979 3.155 -2.028
C: -0.148 2.146 -2.115
O: 0.428 0.799 -1.859
H: 1.625 3.050 -1.157
H: 0.560 4.116 -1.731
H: 1.578 3.227 -2.936
H: -0.767 2.151 -3.012
H: -0.866 2.335 -1.316
H: 0.959 0.749 -1.061

---

# 6
This record from OMol25 describes a cluster of 4 separate species, C4H18NO3 in total. The level of theory is wB97M-V/def2-TZVPD.

**Charge**: +1
**Largest force on an atom**: 2.00 eV/Å
**Energy**: -12066.3167 eV

CARTESIAN COORDINATES (ANGSTROEM)
C: 0.301 -1.842 -0.637
C: -0.880 -1.015 -1.136
C: -2.132 -1.004 -0.287
C: -2.022 -0.363 1.093
N: 1.020 -1.018 0.433
H: 0.032 -2.774 -0.152
H: 0.967 -1.967 -1.472
H: -0.507 -0.007 -1.313
H: -1.136 -1.432 -2.100
H: -3.038 -0.792 -0.854
H: -2.393 -2.062 -0.118
H: -1.796 -1.064 1.896
H: -2.949 0.093 1.411
H: -1.290 0.433 1.135
H: 2.017 -1.225 0.379
H: 0.585 -1.080 1.349
H: 0.952 -0.023 0.195
H: 2.447 0.303 -2.149
H: 3.734 -0.496 -1.947
O: 2.852 -0.364 -1.580
H: 0.958 3.779 2.559
H: 1.739 3.239 1.299
O: 1.733 3.886 2.005
H: -0.166 2.890 -0.438
H: -0.923 1.894 0.456
O: -0.101 2.008 -0.027

---

# 7
This record from OMol25 describes a cluster of 6 separate species, C4H18O5 in total. The level of theory is wB97M-V/def2-TZVPD.

**SMILES string**: C/C=C/C.O.O.O.O.O
**Charge**: 0
**Largest force on an atom**: 1.79 eV/Å
**Energy**: -14676.4237 eV

CARTESIAN COORDINATES (ANGSTROEM)
C: -1.459 0.296 0.209
C: -0.660 0.190 1.505
C: 0.229 -0.756 1.756
C: 0.902 -0.972 3.090
H: -0.984 -0.168 -0.655
H: -2.289 -0.343 0.490
H: -1.572 1.340 -0.070
H: -0.928 0.965 2.220
H: 0.524 -1.321 0.873
H: 1.376 -1.958 3.085
H: 1.713 -0.253 3.165
H: 0.271 -0.798 3.957
O: -2.580 -2.442 -1.754
H: -2.360 -1.654 -2.268
H: -1.846 -2.525 -1.136
O: -1.052 -0.193 -2.936
H: -1.520 0.634 -3.045
H: -0.090 -0.112 -2.988
O: 1.454 1.230 -2.524
H: 2.256 0.800 -2.206
H: 1.585 1.351 -3.477
O: 3.325 -1.001 -0.081
H: 3.873 -0.444 0.474
H: 2.944 -1.703 0.451
O: -1.145 3.595 0.408
H: -1.680 3.087 1.030
H: -0.285 3.158 0.428

---

# 8
This record from OMol25 describes a structure of composition C4H18O6V. The level of theory is wB97M-V/def2-TZVPD.

**Expectation value of S²**: 3.7553
**Charge**: 0
**Largest force on an atom**: 16.57 eV/Å
**Multiplicity**: 4
**Energy**: -42398.9330 eV

CARTESIAN COORDINATES (ANGSTROEM)
V: 0.236 0.097 0.348
C: 0.902 2.277 -1.977
C: 1.998 1.561 -1.223
O: 1.702 0.440 -0.366
H: 0.377 1.484 -2.510
H: 1.057 2.996 -2.782
H: 0.134 2.667 -1.310
H: 2.488 2.288 -0.576
H: 2.733 1.321 -1.991
C: -1.384 -2.640 1.345
C: -1.883 -1.239 0.862
O: -1.109 -0.159 1.244
H: -1.958 -3.486 0.965
H: -1.328 -2.745 2.429
H: -0.393 -2.850 0.943
H: -2.914 -1.056 1.168
H: -1.901 -1.211 -0.228
O: 0.487 1.085 1.582
H: 1.175 0.901 2.222
H: -0.015 1.802 1.968
O: -0.093 -0.864 -1.021
H: -0.919 -1.250 -1.313
H: 0.559 -1.198 -1.636
O: 1.067 -1.094 1.149
H: 0.521 -1.496 1.825
H: 1.626 -1.805 0.837
O: -0.791 1.161 -0.478
H: -0.976 1.240 -1.413
H: -1.397 1.773 -0.060

---

# 9
This record from OMol25 describes a structure of composition C4H19B3BeCl9. The level of theory is wB97M-V/def2-TZVPD.

**Charge**: -1
**Largest force on an atom**: 5.67 eV/Å
**Energy**: -119573.5273 eV

CARTESIAN COORDINATES (ANGSTROEM)
Be: -0.695 -3.387 -1.391
B: -3.849 -4.684 -0.182
H: -3.840 -4.587 -1.257
H: -2.974 -5.273 0.043
H: -3.609 -3.709 0.213
H: -4.689 -5.199 0.257
B: 0.947 -0.746 0.186
H: 1.781 -1.376 -0.081
H: 0.346 -1.260 0.920
H: 1.334 0.154 0.640
H: 0.332 -0.523 -0.672
B: -1.236 -2.632 -5.139
H: -2.237 -2.930 -4.867
H: -0.613 -3.479 -4.897
H: -1.080 -2.431 -6.188
H: -0.908 -1.784 -4.557
C: -0.004 3.794 -4.664
Cl: 1.181 2.813 -5.460
Cl: -1.070 4.507 -5.870
Cl: 0.873 5.053 -3.833
H: -0.531 3.071 -4.041
C: -1.259 4.366 1.458
Cl: -1.345 6.065 0.961
Cl: -2.826 3.860 2.288
H: -1.096 3.645 0.656
H: -0.439 4.367 2.176
C: 0.112 1.045 5.228
Cl: 0.308 -0.172 6.524
Cl: 0.299 2.705 5.890
H: 0.915 0.963 4.495
H: -0.893 1.033 4.808
C: 5.170 -0.735 3.191
Cl: 5.115 -0.227 4.927
Cl: 6.908 -0.486 2.728
H: 4.978 -1.777 2.933
H: 4.594 -0.045 2.575

---

# 10
This record from OMol25 describes a cluster of 5 separate species, C4H19N2O6 in total. The level of theory is wB97M-V/def2-TZVPD.

**Charge**: -1
**Largest force on an atom**: 1.34 eV/Å
**Energy**: -19722.9046 eV

CARTESIAN COORDINATES (ANGSTROEM)
C: -0.035 -0.886 -0.221
N: -0.702 -0.090 -1.268
C: -1.947 0.475 -0.846
O: -2.917 -0.551 -0.667
C: 1.472 -0.653 -0.051
N: 1.888 0.737 0.209
C: 1.222 1.319 1.421
O: 1.398 0.577 2.545
H: -0.511 -0.762 0.748
H: -0.141 -1.945 -0.470
H: -0.084 0.613 -1.637
H: -1.902 0.996 0.120
H: -2.316 1.177 -1.602
H: -2.738 -1.253 -1.295
H: 2.022 -1.001 -0.929
H: 1.747 -1.256 0.808
H: 2.856 0.713 0.465
H: 0.162 1.466 1.174
H: 1.696 2.308 1.520
H: -3.052 -0.991 1.853
H: -1.893 -1.219 2.916
O: -2.865 -1.290 2.774
H: 1.849 1.700 -1.375
H: 2.747 1.484 -2.632
O: 1.906 1.886 -2.358
H: -0.428 -0.800 -3.319
H: 0.392 0.320 -3.894
O: -0.023 -0.507 -4.153
H: -0.100 -1.073 4.159
H: 0.510 -0.379 2.813
O: -0.213 -1.114 3.191

---

# 11
This record from OMol25 describes a cluster of 4 separate species, C4H19N3O3 in total. The level of theory is wB97M-V/def2-TZVPD.

**SMILES string**: CNCCNCN.O.O.O
**Charge**: 0
**Largest force on an atom**: 2.16 eV/Å
**Energy**: -15068.3790 eV

CARTESIAN COORDINATES (ANGSTROEM)
C: -0.663 0.062 -2.331
N: -0.084 -0.119 -0.977
C: 1.338 -0.394 -1.065
C: 2.163 -0.242 0.210
N: 2.231 1.155 0.652
C: 1.301 1.562 1.694
N: 0.128 2.286 1.260
H: -0.010 0.707 -2.925
H: -0.756 -0.860 -2.903
H: -1.608 0.574 -2.161
H: -0.267 0.756 -0.500
H: 1.834 0.222 -1.827
H: 1.444 -1.434 -1.404
H: 1.972 -0.926 1.037
H: 3.183 -0.536 -0.073
H: 2.462 1.756 -0.119
H: 1.047 0.693 2.297
H: 1.880 2.230 2.340
H: -0.754 1.803 1.222
H: 0.050 3.267 1.446
O: -2.932 -0.215 0.212
H: -1.995 -0.292 -0.031
H: -3.227 -1.034 -0.221
O: -1.934 -2.728 -0.511
H: -1.691 -2.652 0.416
H: -1.250 -2.299 -1.034
O: -1.251 -1.105 2.134
H: -0.521 -1.253 1.528
H: -2.090 -0.984 1.634

---

# 12
This record from OMol25 describes a cluster of 5 separate species, C4H19NO4 in total. The level of theory is wB97M-V/def2-TZVPD.

**SMILES string**: CCNCC.O.O.O.O
**Charge**: 0
**Largest force on an atom**: 4.27 eV/Å
**Energy**: -14134.0644 eV

CARTESIAN COORDINATES (ANGSTROEM)
C: 1.211 2.143 -0.019
C: -0.144 1.607 -0.493
N: -0.635 0.316 0.262
C: -1.147 0.502 1.697
C: -0.198 -0.224 2.740
H: 1.069 2.183 1.105
H: 2.116 1.431 -0.009
H: 1.540 3.105 -0.286
H: -0.134 1.288 -1.540
H: -1.151 2.254 -0.411
H: 0.123 -0.445 0.277
H: -1.186 1.576 1.914
H: -2.151 -0.037 1.539
H: 0.478 0.537 3.143
H: 0.355 -1.108 2.222
H: -0.932 -0.558 3.402
O: 2.908 -0.656 -0.677
H: 2.099 -1.067 -0.946
H: 2.716 -0.424 0.297
O: 0.776 -2.650 -0.410
H: 0.723 -2.655 -1.391
H: -0.041 -2.967 -0.114
O: -1.173 -0.056 -3.076
H: -1.999 0.283 -2.824
H: -0.587 0.752 -3.064
O: -1.638 -2.154 -1.086
H: -1.711 -1.310 -0.475
H: -1.283 -1.664 -1.779

---

Calculated molar mass (g mol⁻¹), listed in the same order as above: 127.18; 143.18; 175.18; 191.18; 579.74; 128.19; 146.18; 213.13; 427.72; 191.20; 157.21; 145.20